A molecular structure, C9H16N2O5S at a distorted geometry. Source: the Open Molecules 2025 dataset; level of theory: ωB97M-V/def2-TZVPD.

```
33
Properties=species:S:1:pos:R:3:forces:R:3:lowdin_charge:R:1
C -2.4878 -1.4501 2.5393 -0.1 -1.2 0.1 -0.05
C -2.4665 -1.0186 0.2563 0.2 1.1 -1.7 -0.43
C -2.0459 -0.2465 -0.9484 0.3 -0.9 0.3 -0.41
C -0.9345 1.4502 -2.0784 0.7 -0.8 -0.3 -0.15
C 0.1053 2.5086 -1.8938 0.3 0.2 0.0 -0.19
C 1.8049 1.6123 -0.4801 -0.7 -0.3 1.0 -0.20
C 2.9292 0.5697 -0.6281 -0.9 0.7 -0.3 -0.20
C 2.3567 -0.4756 1.4666 0.7 0.3 -0.8 -0.18
C 1.4531 -1.5376 0.8442 0.9 0.1 -0.5 -0.25
H -1.9439 -1.1333 3.4306 -0.2 0.1 -0.2 0.10
H -2.2440 -2.5229 2.3263 -0.3 0.8 0.3 0.11
H -3.5807 -1.3414 2.6556 0.5 0.0 -0.1 0.10
H -0.6058 0.7575 -2.8752 -0.2 0.3 0.3 0.14
H -1.8723 1.8927 -2.3670 -0.5 0.2 -0.1 0.13
H 0.0880 3.0882 -2.8242 0.0 0.2 0.3 0.14
H -0.1400 3.1503 -1.0309 0.1 0.0 -0.3 0.14
H 2.1031 2.5058 0.1305 0.0 -0.6 -0.6 0.14
H 0.9398 1.1376 0.0795 0.9 0.6 -0.8 0.11
H 3.7721 1.0556 -1.1215 0.1 -0.2 0.2 0.13
H 2.5316 -0.1886 -1.3326 0.3 0.0 0.4 0.13
H 2.9427 -0.9540 2.2477 -0.3 0.1 0.3 0.13
H 1.7447 0.3523 1.8689 0.1 -0.4 0.1 0.13
H 0.9180 -1.1755 -0.0489 0.1 0.0 0.2 0.11
H 2.0194 -2.4285 0.5394 0.0 0.3 0.1 0.13
H -0.1458 -1.2882 1.7583 -0.8 0.3 0.3 0.03
N -3.3083 -1.9468 -0.0248 -0.4 -0.1 -0.4 -0.19
N -2.5618 -0.6635 -2.0642 -0.4 0.0 0.8 -0.21
O -2.0033 -0.6552 1.4559 -0.1 -0.1 0.0 -0.08
O -1.1082 0.7018 -0.8636 -0.5 0.1 0.1 -0.02
O 1.4155 1.9863 -1.7963 0.0 0.0 0.4 -0.13
O 3.3661 0.0568 0.6048 0.0 -0.1 -0.2 -0.13
O 0.5719 -1.9024 1.8572 -0.5 -0.7 0.4 -0.05
S -3.6133 -1.8970 -1.6831 0.5 0.1 0.8 0.95
```
Positions in Å, forces in eV/Å.

Computed properties:
* LUMO: 0.679 eV
* energy relative to the best compared isomer or geometry (same formula, charge and spin): 3.634 eV
* Kohn-Sham gap: 9.631 eV
* net charge: 0
* E: -33643.263 eV
* highest occupied orbital energy: -8.952 eV

***

11 unconnected molecules or ions with the total composition C17H34Cl20NO at a distorted geometry. Source: the Open Molecules 2025 dataset; level of theory: ωB97M-V/def2-TZVPD.

```
73
Properties=species:S:1:pos:R:3:forces:R:3:lowdin_charge:R:1
C -0.0015 1.4578 -1.5029 -0.4 -0.3 0.0 -0.04
C -0.5122 1.8015 -2.8939 0.0 0.2 0.6 -0.25
O 0.4358 2.4651 -3.7392 -0.1 -0.2 -0.4 -0.08
C 1.6136 1.7933 -3.9868 -0.1 0.6 0.1 -0.15
N 1.3971 0.4592 -4.5877 0.4 0.1 -0.1 0.00
C 0.5524 0.1454 -5.4881 -0.2 0.0 0.2 0.04
C 0.7157 -1.2447 -5.9306 0.9 -0.3 -1.0 -0.09
C 1.6821 -1.8954 -4.9010 -0.4 1.1 -0.7 -0.09
C 2.2203 -0.6685 -4.1393 -0.6 -0.9 1.3 -0.13
H -0.0513 2.3159 -0.8398 0.3 0.1 0.0 0.09
H 0.9954 1.0213 -1.4852 0.1 0.1 0.0 0.06
H -0.6711 0.7069 -1.0825 0.0 0.0 0.1 0.09
H -1.3267 2.5071 -2.7918 0.0 0.1 -0.2 0.08
H -0.9466 0.9303 -3.3885 0.2 -0.1 -0.1 0.10
H 2.2315 1.6609 -3.0987 0.0 -0.3 0.1 0.11
H 2.1806 2.3862 -4.7020 0.0 0.0 -0.1 0.16
H -0.1644 0.8648 -5.8616 0.0 0.1 0.0 0.17
H -0.1774 -1.7770 -6.2406 -0.2 0.0 0.4 0.13
H 1.2746 -1.1452 -6.8752 -0.1 0.1 -0.1 0.15
H 2.4950 -2.3750 -5.4305 -0.1 -0.5 0.2 0.09
H 1.0998 -2.5452 -4.2603 0.4 -0.3 0.2 0.12
H 1.9835 -0.7955 -3.0810 0.1 0.2 0.1 0.09
H 3.2916 -0.4920 -4.1439 0.0 0.3 -0.6 0.11
C -4.3707 3.0943 -2.3733 0.0 0.1 0.1 -1.00
Cl -5.5724 2.0637 -1.5942 0.1 0.0 -0.1 0.57
Cl -3.8467 2.4415 -3.9340 -0.1 0.0 -0.1 0.53
H -4.8027 4.0738 -2.5369 0.0 0.0 -0.1 0.03
H -3.5066 3.1604 -1.7219 0.0 0.0 0.0 0.02
C 4.7988 -0.8832 -0.7607 0.0 0.0 0.0 -0.99
Cl 4.7063 0.7496 -1.4435 0.0 0.0 0.0 0.53
Cl 4.1087 -2.0876 -1.8646 0.0 -0.1 0.1 0.58
H 5.8369 -1.1318 -0.5862 0.0 0.0 -0.1 -0.01
H 4.2379 -0.9038 0.1653 0.0 0.0 0.0 -0.02
C 6.2889 -0.2970 2.7745 0.1 0.0 0.1 -0.99
Cl 4.5247 -0.2836 2.9094 -0.1 0.1 -0.1 0.53
Cl 6.8835 -1.7291 1.9220 0.0 0.0 0.0 0.54
H 6.5983 0.5858 2.2285 0.0 0.0 0.0 0.03
H 6.7023 -0.2987 3.7760 0.0 -0.1 0.0 0.01
C 5.7881 -4.0949 -4.5026 0.1 0.0 -0.1 -1.09
Cl 5.4997 -3.0707 -5.9302 -0.1 0.1 0.0 0.50
Cl 7.4932 -4.4792 -4.2920 0.0 0.0 0.0 0.53
H 5.4508 -3.5513 -3.6323 0.0 0.0 0.0 -0.08
H 5.2346 -5.0150 -4.6308 0.0 0.0 -0.1 -0.01
C -7.4108 2.5933 1.5001 0.0 0.0 -0.1 -1.04
Cl -6.6047 3.6355 2.6858 0.0 0.0 0.0 0.51
Cl -9.0125 3.1859 1.0565 0.0 0.0 0.0 0.53
H -6.7860 2.5736 0.6160 -0.1 0.0 0.0 -0.06
H -7.5092 1.6037 1.9289 0.0 0.0 0.1 -0.01
C -5.9761 0.7649 4.9937 0.0 0.1 0.1 -1.03
Cl -7.1855 -0.0966 5.9465 0.0 0.0 0.0 0.52
Cl -5.6657 -0.0276 3.4389 0.0 0.0 0.0 0.51
H -6.3368 1.7674 4.7978 0.0 0.0 0.0 -0.02
H -5.0495 0.7914 5.5540 0.0 -0.1 0.0 0.03
C 3.4215 -2.0925 6.0030 -0.1 0.0 0.0 -1.04
Cl 5.1892 -2.1180 5.9518 0.1 0.0 0.0 0.50
Cl 2.8054 -1.7183 7.6129 0.0 0.0 0.0 0.52
H 3.0740 -1.3314 5.3151 0.0 0.0 0.0 -0.01
H 3.0595 -3.0712 5.7128 0.0 0.0 0.0 0.03
C -2.9828 5.1447 3.1457 -0.1 0.0 0.0 -1.03
Cl -1.3342 5.3800 2.5494 0.0 0.0 0.0 0.50
Cl -3.2242 3.5296 3.8195 0.1 0.0 0.0 0.49
H -3.1771 5.8743 3.9221 0.1 0.0 0.0 0.03
H -3.6690 5.2723 2.3171 0.0 0.0 0.0 0.01
C 4.7135 -7.3249 -1.7803 0.0 -0.1 0.0 -0.99
Cl 5.6356 -8.0167 -3.1136 0.0 0.0 0.0 0.53
Cl 4.2992 -5.6255 -2.0848 -0.1 -0.1 0.2 0.52
H 3.7928 -7.8829 -1.6643 0.0 0.0 0.0 0.03
H 5.3114 -7.3693 -0.8786 0.0 0.0 0.0 0.03
C -8.4003 1.5878 9.4271 0.0 -0.1 0.0 -1.04
Cl -6.7032 2.0375 9.2183 0.1 0.0 0.0 0.48
Cl -9.4435 2.9969 9.6382 0.0 0.0 0.0 0.51
H -8.7203 1.0523 8.5413 0.0 0.0 0.0 0.00
H -8.4818 0.9630 10.3079 0.0 0.0 0.0 0.02
```
Positions in Å, forces in eV/Å.

Computed properties:
* LUMO: -3.740 eV
* Kohn-Sham gap: 8.223 eV
* net charge: +1
* E: -272159.860 eV
* highest occupied orbital energy: -11.964 eV

***

3 unconnected molecules or ions with the total composition C2H11N2O2 at a distorted geometry. Source: the Open Molecules 2025 dataset; level of theory: ωB97M-V/def2-TZVPD.

```
17
Properties=species:S:1:pos:R:3:forces:R:3:lowdin_charge:R:1
C -0.5258 0.8709 -1.0878 -2.2 -2.3 -2.0 -0.12
N 0.5893 -1.2752 1.7603 -0.2 -1.8 2.0 -0.01
C 0.5600 -0.5778 0.6330 2.5 2.1 -3.9 -0.39
N -0.5397 0.0024 0.0754 -1.8 1.5 -0.6 -0.08
H -1.1809 1.7270 -1.1358 0.1 0.7 1.2 0.07
H 0.4287 1.0546 -1.4126 2.6 1.1 -0.1 0.04
H -0.8977 0.3904 -2.0736 0.3 -0.2 1.7 0.07
H 0.2738 -0.8798 2.6807 0.8 -0.6 -1.0 0.09
H 1.2595 -2.0493 1.6352 -0.9 0.7 1.4 0.09
H 1.5127 -0.1957 0.1170 -1.2 -0.5 1.0 0.12
H -1.4744 -0.2695 0.2960 -0.1 -0.6 0.6 0.11
H -1.5277 -0.7939 -4.5878 0.3 0.1 0.7 0.05
H -0.0929 -1.1936 -4.4324 -0.4 0.4 0.8 0.06
O -0.8283 -0.8105 -3.9021 0.2 -0.6 -1.7 -0.08
H 1.5945 1.2157 3.1648 -0.6 0.3 0.0 0.04
H 0.4026 2.1484 3.6183 0.5 -0.6 -0.5 0.05
O 0.7220 1.5600 2.9032 0.0 0.3 0.6 -0.08
```
Positions in Å, forces in eV/Å.

Computed properties:
* LUMO (alpha / beta): 0.832 / 0.805 eV
* energy relative to the best compared isomer or geometry (same formula, charge and spin): 1.398 eV
* Kohn-Sham gap (alpha / beta): 5.215 / 9.018 eV
* net charge: 0
* E: -9324.549 eV
* multiplicity: 2
* highest occupied orbital energy (alpha / beta): -4.383 / -8.213 eV

***

3 unconnected molecules or ions with the total composition C3H8N2O at a distorted geometry. Source: the Open Molecules 2025 dataset; level of theory: ωB97M-V/def2-TZVPD.

```
14
Properties=species:S:1:pos:R:3:forces:R:3:lowdin_charge:R:1
C 1.7536 -0.1367 1.1921 -1.6 -0.7 -3.7 -0.04
C 1.6188 1.4378 -0.7059 1.2 -0.2 6.6 -0.02
C 2.0089 0.1938 -0.1608 -0.3 3.5 -1.0 -0.26
N -0.3140 0.1597 0.8446 0.1 0.9 -0.5 0.09
N -3.2807 -1.6826 -0.4283 1.3 0.7 1.6 0.01
O -0.4327 0.8839 -0.0473 -0.5 -1.0 1.2 -0.04
H 1.6277 -1.1682 1.4182 0.5 -0.6 0.6 0.06
H 1.8869 0.5853 1.9144 0.1 1.3 1.7 0.04
H 1.6586 1.8028 -1.6445 0.2 0.3 -3.3 0.01
H 1.5253 2.3438 0.0301 0.0 -1.8 -1.1 0.10
H 2.1777 -0.4531 -0.9694 0.2 -1.8 -0.4 0.07
H -4.2286 -1.7065 -0.6889 -1.4 -0.1 -0.5 -0.02
H -2.7656 -1.2087 -1.1505 0.1 0.1 -0.3 -0.01
H -3.2357 -1.0512 0.3963 0.0 -0.7 -0.7 0.02
```
Positions in Å, forces in eV/Å.

Computed properties:
* LUMO: -0.071 eV
* energy relative to the best compared isomer or geometry (same formula, charge and spin): 5.971 eV
* Kohn-Sham gap: 8.223 eV
* net charge: 0
* E: -8263.355 eV
* highest occupied orbital energy: -8.294 eV

***

Number 2 is which compound?
C17H34Cl20NO

***

What did the fourth record say?
3 unconnected molecules or ions with the total composition C3H8N2O at a distorted geometry. Source: the Open Molecules 2025 dataset; level of theory: ωB97M-V/def2-TZVPD.

```
14
Properties=species:S:1:pos:R:3:forces:R:3:lowdin_charge:R:1
C 1.7536 -0.1367 1.1921 -1.6 -0.7 -3.7 -0.04
C 1.6188 1.4378 -0.7059 1.2 -0.2 6.6 -0.02
C 2.0089 0.1938 -0.1608 -0.3 3.5 -1.0 -0.26
N -0.3140 0.1597 0.8446 0.1 0.9 -0.5 0.09
N -3.2807 -1.6826 -0.4283 1.3 0.7 1.6 0.01
O -0.4327 0.8839 -0.0473 -0.5 -1.0 1.2 -0.04
H 1.6277 -1.1682 1.4182 0.5 -0.6 0.6 0.06
H 1.8869 0.5853 1.9144 0.1 1.3 1.7 0.04
H 1.6586 1.8028 -1.6445 0.2 0.3 -3.3 0.01
H 1.5253 2.3438 0.0301 0.0 -1.8 -1.1 0.10
H 2.1777 -0.4531 -0.9694 0.2 -1.8 -0.4 0.07
H -4.2286 -1.7065 -0.6889 -1.4 -0.1 -0.5 -0.02
H -2.7656 -1.2087 -1.1505 0.1 0.1 -0.3 -0.01
H -3.2357 -1.0512 0.3963 0.0 -0.7 -0.7 0.02
```
Positions in Å, forces in eV/Å.

Computed properties:
* LUMO: -0.071 eV
* energy relative to the best compared isomer or geometry (same formula, charge and spin): 5.971 eV
* Kohn-Sham gap: 8.223 eV
* net charge: 0
* E: -8263.355 eV
* highest occupied orbital energy: -8.294 eV